1.
The following is a quantum chemistry calculation of a structure of composition C28H32BBiF3N7O3S, from the OMol25 dataset.

The calculation puts the molecular weight at 823.463 g/mol. The calculation puts the energy at -71633.7855 eV. As for the LUMO energy: -0.51 eV. Its multiplicity is 1. Its HOMO energy is -9.157 eV. For the frontier orbital gap, the calculation gives 0.318 Eh. The value obtained for the energy relative to the best compared isomer or geometry (same formula, charge and spin) is 0.000 eV.

```
76
Properties=species:S:1:pos:R:3:lowdin_charge:R:1
Bi -0.23480 0.54515 0.34503 1.901
C -3.21574 1.34277 4.18739 -0.051
C -1.79423 0.81890 3.97673 -0.382
C -0.96387 0.93655 5.25423 -0.056
C -1.81188 -0.59306 3.46979 -0.277
C -2.26347 -1.77012 4.09364 -0.002
C -2.04687 -2.76540 3.16662 -0.057
N -1.50545 -2.20926 2.06907 -0.036
N -1.36454 -0.87837 2.25343 -0.007
B -1.03508 -2.83595 0.75180 -0.505
N -1.81250 -2.16434 -0.42248 -0.009
C -2.70269 -2.74760 -1.23144 -0.049
C -3.35571 -1.77019 -1.95629 0.010
C -2.80776 -0.56261 -1.52235 -0.266
N -1.88362 -0.81879 -0.59290 -0.053
C -3.23893 0.82378 -1.90812 -0.358
C -3.88814 1.52999 -0.71129 -0.051
C -2.12619 1.68196 -2.51042 -0.065
N 0.48994 -2.57882 0.60088 -0.007
C 1.47921 -3.45967 0.42915 -0.039
C 2.68739 -2.78490 0.42170 0.017
C 2.35509 -1.44221 0.59578 -0.274
N 1.02774 -1.34294 0.71523 -0.073
C 3.22260 -0.22411 0.71251 -0.382
C 3.33872 0.20488 2.18052 -0.053
C 4.59159 -0.45686 0.08398 -0.060
H -3.19110 2.38530 4.50757 0.080
H -3.73038 0.76013 4.95474 0.081
H -3.79741 1.28109 3.26649 0.079
H -1.32024 1.43082 3.20297 0.096
H -1.40240 0.33691 6.05507 0.080
H -0.92602 1.97444 5.58680 0.076
H 0.05831 0.59176 5.09256 0.082
H -2.68428 -1.87596 5.07871 0.106
H -2.23607 -3.82525 3.20934 0.122
H -1.23806 -4.01807 0.72657 0.122
H -2.82418 -3.81761 -1.21997 0.126
H -4.13507 -1.90161 -2.68671 0.109
H -4.00339 0.67841 -2.67499 0.136
H -3.15660 1.71985 0.07967 0.051
H -4.70166 0.93556 -0.29435 0.085
H -4.28437 2.49849 -1.01833 0.089
H -1.42455 2.03896 -1.74921 0.030
H -2.55908 2.57642 -2.95920 0.090
H -1.56134 1.14488 -3.27104 0.078
H 1.25987 -4.51053 0.34224 0.127
H 3.66932 -3.20856 0.30899 0.109
H 2.73695 0.58792 0.15852 0.099
H 3.84288 -0.56893 2.76325 0.088
H 2.35834 0.38759 2.62285 0.064
H 3.91069 1.12950 2.25477 0.088
H 5.13477 -1.23927 0.61866 0.081
H 5.18428 0.45603 0.13675 0.085
H 4.50299 -0.74948 -0.96294 0.083
N 4.15500 -1.35211 -8.73370 0.156
C 3.66709 -1.10040 -7.72464 -0.182
C 3.05521 -0.79049 -6.45693 -0.231
C 2.12285 -1.66768 -5.90555 -0.022
C 1.53824 -1.37333 -4.68859 -0.019
C 1.87481 -0.20020 -4.00743 -0.242
C 2.80735 0.67360 -4.56890 -0.015
C 3.39463 0.38087 -5.78483 -0.020
C 1.26628 0.09143 -2.74119 -0.108
C 0.75358 0.34245 -1.67310 -0.186
H 1.86437 -2.57465 -6.43459 0.120
H 0.81497 -2.04883 -4.25090 0.118
H 3.06325 1.58207 -4.04094 0.123
H 4.11771 1.05583 -6.22198 0.122
F -0.85520 5.63541 2.35271 0.143
C -0.03549 4.60840 2.56940 -0.672
F -0.60728 3.80175 3.47799 0.116
F 1.10541 5.06720 3.08082 0.143
S 0.28187 3.70690 1.00266 0.442
O 1.15687 2.59618 1.41619 -0.449
O 0.87610 4.67989 0.14012 -0.261
O -1.04062 3.20813 0.61141 -0.435
```

2.
The following is a quantum chemistry calculation of a cluster of 8 separate species, C28H32F7N2O21S3 in total in a non-equilibrium geometry, from the OMol25 dataset.

The calculation puts the molecular weight at 961.744 g/mol. The net charge is +1. The calculation puts the energy at -127051.9945 eV. As for the LUMO energy: -3.78 eV. Its multiplicity is 1. Its HOMO energy is -11.102 eV. For the frontier orbital gap, the calculation gives 0.269 Eh. The value obtained for the energy relative to the best compared isomer or geometry (same formula, charge and spin) is 0.000 eV.

```
93
Properties=species:S:1:pos:R:3:lowdin_charge:R:1
S -1.90523 -1.36013 0.26790 0.780
C -0.93014 -0.60792 -0.76719 -1.075
S -1.42568 -0.15549 -2.38756 0.998
C -0.94631 1.60646 -2.56434 -0.390
C 0.59397 1.74296 -2.57332 -0.301
C 1.13426 2.97303 -3.30799 -0.405
S 1.03387 4.51009 -2.36135 1.120
N 0.40832 -0.27473 -0.40659 -0.175
C 1.57164 -0.67182 -1.00804 -0.081
C 2.55875 -0.02772 -0.30238 -0.139
N 2.01561 0.72069 0.70244 0.066
C 0.71823 0.56813 0.62324 -0.186
H -1.33668 1.90216 -3.53919 0.085
H -1.40620 2.17403 -1.75504 0.082
H 1.01555 0.86328 -3.05309 0.102
H 0.94839 1.80894 -1.54411 0.073
H 2.20686 2.82329 -3.46635 0.064
H 0.70151 3.09498 -4.30220 0.114
H 1.00461 4.15414 -1.06052 0.011
H -0.17430 5.03458 -2.63765 0.000
H 1.63971 -1.32628 -1.86004 0.122
H 3.60776 -0.11971 -0.53385 0.104
H -0.02920 1.01552 1.25813 0.127
C -3.90430 -0.30041 3.39307 -0.056
C -5.19852 -1.05545 3.20383 -0.307
O -5.98894 -0.57056 4.27910 0.141
C -5.56346 0.69422 4.55115 -0.553
O -6.16053 1.48396 5.20240 0.177
O -4.36432 0.93451 3.96833 0.055
F -5.03112 -2.38887 3.33927 0.087
H -3.23021 -0.80647 4.09488 0.105
H -3.38055 -0.12053 2.45633 0.092
H -5.71109 -0.85555 2.26011 0.172
C -1.49808 0.14899 7.62420 -0.059
C -1.68797 -1.09610 8.45731 -0.295
O -2.56988 -1.86599 7.64957 0.150
C -2.33084 -1.51566 6.36301 -0.541
O -2.70586 -2.13366 5.41731 0.157
O -1.61873 -0.37224 6.29098 0.082
F -2.29268 -0.82471 9.63583 0.086
H -2.28084 0.88393 7.79588 0.144
H -0.53519 0.61229 7.77504 0.120
H -0.77550 -1.66416 8.64496 0.177
C -1.04575 4.71272 4.31908 -0.049
C -2.16992 3.71777 4.12582 -0.303
O -1.77786 2.65716 4.97279 0.141
C -1.04254 3.20037 5.97835 -0.515
O -0.78124 2.64231 6.99128 0.154
O -0.65464 4.46012 5.67002 0.085
F -2.22405 3.27071 2.84263 0.063
H -0.20435 4.50854 3.65428 0.142
H -1.36156 5.74458 4.19016 0.142
H -3.15568 4.07564 4.42475 0.181
C 1.52305 -3.57653 -5.31459 -0.022
C 1.43158 -2.73793 -6.56831 -0.301
O 0.24158 -1.98546 -6.35704 0.146
C 0.11790 -1.84453 -5.01076 -0.535
O -0.57034 -1.04189 -4.46218 0.011
O 0.91265 -2.70838 -4.35088 0.079
F 1.28810 -3.51065 -7.66886 0.087
H 0.95227 -4.50205 -5.39851 0.142
H 2.54360 -3.81524 -5.02984 0.149
H 2.25590 -2.04611 -6.71938 0.141
C 4.58141 1.21342 -7.90007 -0.026
C 3.56879 0.17018 -7.49234 -0.314
O 3.62232 0.22545 -6.07568 0.125
C 3.98258 1.49826 -5.74611 -0.538
O 3.85090 1.96688 -4.66127 0.159
O 4.47679 2.14940 -6.81379 0.093
F 3.90455 -1.07745 -7.90572 0.078
H 5.59234 0.80766 -7.94254 0.153
H 4.34912 1.68974 -8.84784 0.148
H 2.54622 0.37659 -7.81617 0.178
C 3.34777 3.73561 7.95037 -0.053
C 2.20222 2.77112 7.75291 -0.326
O 2.57325 1.68207 8.57381 0.129
C 3.33223 2.19217 9.59298 -0.542
O 3.58893 1.61718 10.59121 0.196
O 3.74145 3.45321 9.29477 0.076
F 2.12317 2.34597 6.46264 0.068
H 4.17823 3.52636 7.27398 0.144
H 3.05181 4.77564 7.83987 0.139
H 1.23038 3.14826 8.06648 0.154
C -1.21105 -6.02089 -7.41140 -0.072
C -0.30487 -7.14285 -7.85914 -0.318
O -1.20903 -8.21033 -8.03496 0.137
C -2.42018 -7.66187 -8.36585 -0.536
O -3.32463 -8.25730 -8.83139 0.203
O -2.42807 -6.32840 -8.08649 0.075
F 0.59509 -7.47121 -6.89495 0.067
H -1.37859 -6.03943 -6.33198 0.144
H -0.84288 -5.03877 -7.69892 0.123
H 0.22442 -6.95388 -8.79468 0.176
```

3.
The following is a quantum chemistry calculation of an isolated molecule of C28H32N4O4 in a non-equilibrium geometry, from the OMol25 dataset.

The calculation puts the molecular weight at 488.588 g/mol. The calculation puts the energy at -43707.7950 eV. As for the LUMO energy: 0.60 eV. Its multiplicity is 1. Its HOMO energy is -8.734 eV. For the frontier orbital gap, the calculation gives 0.343 Eh. The value obtained for the energy relative to the best compared isomer or geometry (same formula, charge and spin) is 0.756 eV.

```
68
Properties=species:S:1:pos:R:3:lowdin_charge:R:1
C -0.37039 -2.46699 2.72556 -0.034
C -1.20318 -2.07220 1.54510 -0.264
C -0.82992 -1.02250 0.72471 0.011
C -1.62084 -0.63722 -0.35240 -0.199
C -2.81413 -1.29404 -0.63222 -0.209
C -3.17315 -2.35697 0.19036 -0.021
C -2.38880 -2.74016 1.25642 -0.022
H -2.69458 -3.56858 1.87795 0.117
H -4.08962 -2.88721 -0.01970 0.121
C -3.70606 -0.89868 -1.76852 -0.017
H -3.83091 -1.73879 -2.45044 0.090
H -4.69043 -0.62778 -1.38800 0.089
H -3.30636 -0.05225 -2.32119 0.076
N -1.19676 0.48035 -1.13170 0.061
C -0.51283 0.37458 -2.28451 -0.415
O -0.06589 1.35079 -2.87264 0.043
C -0.28105 -1.03539 -2.81694 -0.049
N 0.52722 -1.81425 -1.91431 0.097
C 0.10223 -2.99437 -1.39763 -0.439
O -0.93616 -3.53328 -1.72706 0.093
C 1.02095 -3.56725 -0.40391 -0.193
C 0.95641 -4.76068 0.26612 0.010
C 2.07761 -4.79312 1.12317 -0.050
C 2.74017 -3.62100 0.91669 -0.108
O 2.11458 -2.87252 -0.00233 0.035
H 3.63656 -3.21950 1.34751 0.124
H 2.35278 -5.57664 1.79859 0.105
H 0.19699 -5.50460 0.14608 0.124
H 1.40265 -1.42637 -1.59963 0.141
H -1.22315 -1.57619 -2.93909 0.125
H 0.21258 -0.93602 -3.79034 0.136
C -1.42927 1.81952 -0.56827 -0.110
C -2.78788 1.89919 0.07025 -0.156
C -3.83231 2.50204 -0.62368 -0.013
C -5.09241 2.52305 -0.04954 -0.151
N -5.36031 2.00008 1.13435 0.059
C -4.36449 1.44360 1.80053 -0.126
C -3.06589 1.36060 1.32089 -0.001
H -2.29324 0.90438 1.91462 0.107
H -4.62203 1.03521 2.76880 0.106
H -5.93094 2.97616 -0.56239 0.103
H -3.66773 2.94098 -1.59683 0.115
H -1.38662 2.51370 -1.41760 0.154
C -0.24532 2.14932 0.37035 -0.424
O -0.31607 2.19345 1.57938 0.080
N 0.88489 2.34035 -0.33120 0.120
H 0.85124 2.28299 -1.34286 0.118
C 2.19435 2.45790 0.27652 -0.310
C 3.01868 1.19882 -0.01232 -0.149
C 4.40760 1.31379 0.60766 -0.200
C 5.12657 2.55167 0.08076 -0.209
C 4.30741 3.80543 0.37156 -0.200
C 2.91889 3.69506 -0.25143 -0.147
H 2.33070 4.58549 -0.02311 0.119
H 3.00836 3.61739 -1.33792 0.122
H 4.81881 4.68481 -0.02396 0.109
H 4.20931 3.93212 1.45184 0.116
H 6.11081 2.63435 0.54540 0.108
H 5.27236 2.45524 -0.99756 0.114
H 4.98884 0.41796 0.37870 0.108
H 4.31249 1.38444 1.69344 0.117
H 2.50191 0.32207 0.38705 0.104
H 3.10826 1.07696 -1.09558 0.122
H 2.02855 2.55323 1.35491 0.153
H 0.08425 -0.48125 0.92419 0.123
H 0.60307 -1.98368 2.69760 0.078
H -0.22863 -3.54583 2.75196 0.075
H -0.87067 -2.17171 3.64776 0.086
```

- Which value of LUMO does entry 1 give?
  -0.51 eV

- Which of these has the lowest energy?
  C28H32F7N2O21S3